ORCA calculation (the ωB97M-V functional and the def2-TZVPD basis) on 2 unconnected molecules or ions with the total composition C16H16BF3N3O7P2.

The value obtained for the HOMO energy is -5.9 eV. Its HOMO-LUMO gap is 5.625 eV. Its LUMO energy is -0.237 eV.

Structure (ORCA input):
```
! RIJCOSX wB97M-V def2-TZVPD def2/J DEFGRID3
* xyz -1 1
N 2.82 -0.50 1.71
C 1.91 0.33 2.17
C 0.98 1.27 1.25
C 0.44 0.56 -0.07
C -0.75 -0.45 0.13
P -1.55 -0.78 1.83
N -0.80 -2.16 2.64
O -3.19 -1.27 1.57
C -1.27 -1.21 -1.16
C -0.64 -0.96 -2.58
C -1.25 -1.83 -3.77
C -0.86 -3.38 -3.45
F -1.18 -4.27 -4.54
C 0.50 0.08 -2.74
C 1.05 0.85 -1.48
C 2.23 1.87 -1.75
O 2.49 2.92 -1.10
C 3.18 1.58 -3.02
P 4.99 2.17 -3.13
N 5.26 2.49 -4.70
C 2.69 0.88 -4.16
C 1.15 0.40 -4.15
O 0.57 0.36 -5.27
H 2.82 -0.44 0.68
H 1.80 0.40 3.32
H 0.07 1.55 1.91
H 1.55 2.25 1.07
H 0.03 -1.77 3.12
H -1.45 -2.39 3.43
H -3.13 -2.04 0.95
H -2.12 -1.96 -1.00
H -2.40 -1.72 -3.82
H -0.82 -1.61 -4.80
H -1.33 -3.72 -2.46
H 0.29 -3.37 -3.31
H 5.93 1.18 -2.69
H 5.13 3.39 -2.36
H 6.04 1.89 -5.04
H 3.33 0.67 -5.07
B -4.32 2.04 5.86
O -3.34 1.60 4.85
C -3.06 0.33 5.10
O -2.28 -0.33 4.46
C -3.83 -0.12 6.27
O -3.80 -1.23 6.75
O -4.58 0.87 6.72
F -5.53 2.46 5.22
F -3.79 3.12 6.64
*
```


ORCA calculation (the ωB97M-V functional and the def2-TZVPD basis) on a molecular structure, C6H6.

The value obtained for the HOMO energy is -8.8 eV. Its HOMO-LUMO gap is 9.069 eV. The value obtained for the energy relative to the best compared isomer or geometry (same formula, charge and spin) is 633.1 kJ/mol. Its LUMO energy is 0.291 eV.

Structure (ORCA input):
```
! RIJCOSX wB97M-V def2-TZVPD def2/J DEFGRID3
* xyz 0 1
C 0.85 -1.06 0.92
C 0.83 -0.31 -0.43
C -0.46 0.47 -0.62
C -1.76 0.10 -0.94
C -2.24 0.93 0.21
C -1.18 1.69 -0.36
H 1.77 -1.64 1.02
H 0.79 -0.37 1.76
H 0.01 -1.76 0.98
H 0.90 -1.06 -1.23
H 1.73 0.32 -0.52
H -1.23 2.68 -0.80
*
```


ORCA calculation (the ωB97M-V functional and the def2-TZVPD basis) on 2 unconnected molecules or ions with the total composition C2H8N2OSi.

The value obtained for the HOMO energy (spin up / spin down) is -8.5 / -8.5 eV. Its HOMO-LUMO gap (spin up / spin down) is 8.962 / 8.963 eV. Its SMILES is [H]/N=[Si](\N)C=C.O. The value obtained for the energy relative to the best compared isomer or geometry (same formula, charge and spin) is 257.6 kJ/mol. Its LUMO energy (spin up / spin down) is 0.489 / 0.489 eV.

Structure (ORCA input):
```
! RIJCOSX wB97M-V def2-TZVPD def2/J DEFGRID3
* xyz 0 1
H -0.67 -0.49 -2.65
N 0.11 -0.87 -2.10
Si 0.31 0.20 -0.82
N -0.78 1.52 -0.55
C 1.69 0.13 0.34
C 2.39 -1.00 0.42
H -0.63 2.41 -0.13
H -1.75 1.37 -0.71
H 2.03 0.94 0.92
H 3.38 -1.09 0.90
H 2.03 -1.90 -0.03
O -2.59 -0.09 1.28
H -2.49 -0.28 2.26
H -3.05 -0.86 0.88
*
```